(1)
Here is 7 unconnected molecules or ions with the total composition C49H68BCl2F3N10O3PS at a distorted geometry from OMol25. Energies are from ωB97M-V with the def2-TZVPD basis set.

Structure (XYZ):
```
138
Properties=species:S:1:pos:R:3
C 3.2923 -5.9143 -1.1226
C 3.7847 -4.4584 -0.9505
C 2.6293 -3.4645 -0.8775
C 3.0664 -1.9950 -0.7440
N 3.0308 -1.2666 -2.0318
N 2.1540 -0.1041 -2.1234
C 1.0144 -0.5065 -2.8043
N 0.0114 -1.0501 -2.1814
C -0.1655 -1.2798 -0.7475
C -1.5645 -0.8608 -0.2864
C -1.6323 0.6018 0.2055
C -2.5511 0.7593 1.4244
C -3.0188 2.2022 1.6757
O -4.4217 2.2570 1.8296
C -5.0643 3.1753 0.9547
N 0.8462 -0.2769 -4.1604
C 0.5703 1.1841 -4.3088
S -1.0311 1.5283 -3.4646
B 0.3381 1.4102 -5.8950
O 0.8045 0.3969 -6.6985
O -0.3746 2.4855 -6.3133
C 1.8091 1.9832 -3.7355
Cl 2.7002 2.5561 -5.2060
C 1.3625 3.3504 -3.1034
F 2.3963 4.1845 -2.9187
F 0.7464 3.1833 -1.9199
F 0.5021 3.9628 -3.9204
C 2.8215 1.1109 -2.7792
Cl 4.1677 0.4094 -3.8490
P 3.4850 2.1520 -1.3745
C 3.8753 1.1572 0.1050
C 2.6261 0.9835 0.9911
C 5.0014 3.1039 -1.8117
C 5.6097 3.0924 -3.2124
H 3.5910 -6.3227 -2.0858
H 3.6597 -6.5311 -0.3110
H 2.2015 -5.9480 -1.0657
H 4.3426 -4.3989 -0.0135
H 4.4403 -4.2094 -1.7872
H 2.0456 -3.7199 0.0141
H 1.9532 -3.5992 -1.7303
H 4.1112 -1.9959 -0.4219
H 2.4730 -1.4928 0.0002
H 2.7378 -1.9345 -2.7385
H -0.7671 -1.2894 -2.7837
H 0.5894 -0.7179 -0.2144
H -0.0301 -2.3520 -0.5919
H -1.9062 -1.5387 0.4951
H -2.2600 -0.9720 -1.1255
H -1.9748 1.2585 -0.5973
H -0.6217 0.8993 0.4968
H -2.0093 0.3985 2.3014
H -3.4406 0.1399 1.2868
H -2.7076 2.8346 0.8350
H -2.5386 2.5925 2.5773
H -4.5624 4.1447 0.9571
H -6.0711 3.3317 1.3302
H -5.0986 2.7739 -0.0635
H 1.6685 -0.5326 -4.7061
H -1.7559 1.6236 -4.5806
H 0.9910 0.7037 -7.5896
H -0.6663 2.4541 -7.2398
H 4.5717 1.8053 0.6447
H 4.4212 0.2277 -0.0619
H 2.5967 1.7829 1.7326
H 2.6481 0.0507 1.5478
H 1.7237 1.0945 0.3979
H 5.7804 2.7909 -1.1093
H 4.7637 4.1363 -1.5491
H 6.4902 3.7402 -3.2011
H 4.9370 3.4843 -3.9714
H 5.9547 2.1072 -3.5136
N -2.3668 3.3947 -8.1281
C -2.8307 4.0953 -7.0924
C -4.0244 4.7983 -7.1223
C -4.7770 4.7752 -8.2854
C -4.3053 4.0522 -9.3688
C -3.0999 3.3816 -9.2407
H -2.2104 4.0913 -6.2034
H -4.3528 5.3508 -6.2532
H -5.7140 5.3125 -8.3474
H -4.8573 4.0078 -10.2968
H -2.6992 2.8065 -10.0672
N 4.8090 -7.1883 1.9107
C 6.0014 -6.8142 2.3705
C 6.9398 -7.6974 2.8813
C 6.6238 -9.0451 2.9202
C 5.3876 -9.4502 2.4470
C 4.5210 -8.4883 1.9551
H 6.2138 -5.7511 2.3283
H 7.8925 -7.3342 3.2411
H 7.3264 -9.7660 3.3165
H 5.0954 -10.4903 2.4612
H 3.5442 -8.7700 1.5769
N -6.1124 6.1864 0.4457
C -5.6629 6.8445 -0.6209
C -5.7280 8.2224 -0.7585
C -6.2941 8.9610 0.2682
C -6.7673 8.2919 1.3849
C -6.6521 6.9107 1.4238
H -5.2285 6.2331 -1.4052
H -5.3448 8.7021 -1.6485
H -6.3650 10.0385 0.1992
H -7.2169 8.8260 2.2102
H -7.0091 6.3544 2.2843
N 4.7855 -10.3806 5.7634
C 4.4863 -10.0461 7.0165
C 4.1811 -10.9684 8.0063
C 4.1849 -12.3142 7.6781
C 4.4937 -12.6791 6.3778
C 4.7856 -11.6774 5.4647
H 4.4921 -8.9842 7.2361
H 3.9475 -10.6365 9.0084
H 3.9520 -13.0649 8.4218
H 4.5092 -13.7169 6.0751
H 5.0344 -11.9284 4.4388
N 1.3470 2.1620 4.1777
C 0.8386 3.1191 3.4044
C 0.6244 4.4219 3.8240
C 0.9582 4.7554 5.1272
C 1.4886 3.7732 5.9471
C 1.6623 2.4990 5.4268
H 0.5860 2.8211 2.3910
H 0.2074 5.1537 3.1457
H 0.8071 5.7613 5.4960
H 1.7621 3.9852 6.9711
H 2.0731 1.7057 6.0409
N -7.9173 0.7970 4.1900
C -9.2387 0.7774 4.3467
C -10.0696 1.8342 4.0055
C -9.4955 2.9772 3.4739
C -8.1208 3.0123 3.3058
C -7.3767 1.9004 3.6759
H -9.6512 -0.1326 4.7683
H -11.1379 1.7602 4.1549
H -10.1088 3.8248 3.1961
H -7.6312 3.8853 2.8958
H -6.2991 1.8876 3.5527
```

total charge	+1
highest occupied orbital energy	-0.37565	hartree
LUMO	-0.108	hartree
orbital gap	7.289	eV



(2)
Here is 7 unconnected molecules or ions with the total composition C31H56B3F4N6O2 at a distorted geometry from OMol25. Energies are from ωB97M-V with the def2-TZVPD basis set.

Structure (XYZ):
```
102
Properties=species:S:1:pos:R:3
B 0.3189 -1.1426 -0.2156
H 1.2379 -0.6640 -0.5169
H -0.3961 -0.4042 0.1128
H -0.0891 -1.7734 -0.9901
H 0.5166 -1.7137 0.6783
B 0.5124 -5.4483 -1.9507
H 0.8833 -5.5497 -0.9425
H -0.0007 -4.5181 -2.1394
H 1.3585 -5.5213 -2.6163
H -0.2006 -6.2296 -2.1642
C 2.8421 -1.5174 -2.9260
C 2.9507 -2.9340 -2.3531
O 3.6687 -3.7920 -2.8035
N 2.1273 -3.2591 -1.1344
H 1.6068 -2.4584 -0.8058
H 1.4357 -3.9103 -1.4776
C 3.0446 -3.6862 0.0170
H 3.5969 -0.8384 -2.5291
H 1.8117 -1.1835 -2.8043
H 2.8660 -1.5780 -4.0140
H 3.5680 -4.6341 -0.1081
H 2.4265 -3.6095 0.9115
H 3.8670 -2.9775 0.1144
C 7.0884 5.1743 0.4456
N 5.7341 4.8166 0.1410
C 5.3083 3.6355 0.6750
C 3.9956 3.2357 0.4227
C 3.2215 4.0075 -0.4952
C 3.7902 5.1544 -1.0961
C 5.0748 5.5537 -0.7725
C 1.8808 3.5571 -0.8905
C 1.6555 2.2571 -1.3300
C 0.3311 1.8137 -1.5163
N -0.6832 2.6128 -1.2866
C -0.5273 3.9287 -1.1019
C 0.7556 4.4144 -0.7913
C -2.1143 2.1226 -1.4714
H 7.7368 4.3147 0.2760
H 7.1193 5.3771 1.5161
H 7.4610 5.9282 -0.2479
H 5.8876 3.1038 1.4154
H 3.5291 2.3354 0.7944
H 3.3297 5.7590 -1.8634
H 5.4805 6.4696 -1.1760
H 2.4670 1.5466 -1.3849
H 0.0682 0.8182 -1.8422
H -1.4798 4.4284 -1.0043
H 0.9302 5.4121 -0.4166
H -2.1506 1.0435 -1.3224
H -2.3114 2.4641 -2.4876
H -2.8679 2.5349 -0.8004
C -8.2290 0.0281 3.1430
N -7.4032 -0.3386 1.9480
C -6.5142 0.5459 1.4628
C -5.5430 0.1770 0.5212
C -5.5065 -1.1083 0.0773
C -6.4690 -2.0213 0.5001
C -7.4230 -1.5888 1.4256
C -4.4007 -1.4519 -0.7978
C -3.5189 -2.5661 -0.5562
C -2.5915 -2.9345 -1.5524
N -2.4709 -2.1304 -2.6822
C -3.2326 -1.0735 -2.9076
C -4.2518 -0.7386 -2.0345
C -1.4710 -2.6002 -3.6796
H -9.2004 0.0065 2.6489
H -7.9351 0.9702 3.6057
H -8.1562 -0.7956 3.8532
H -6.6352 1.5530 1.8337
H -4.8836 0.9389 0.1324
H -6.3185 -3.0115 0.0960
H -8.1007 -2.3509 1.7808
H -3.6083 -3.1490 0.3486
H -1.8409 -3.7071 -1.4744
H -2.8820 -0.5088 -3.7589
H -4.9496 0.0375 -2.3123
H -1.6820 -2.2075 -4.6743
H -1.5507 -3.6872 -3.6701
H -0.5084 -2.2157 -3.3424
C 1.3675 2.0056 3.1173
C 0.9092 0.6162 3.4729
C -0.5836 0.2422 3.2187
O -0.9591 -1.1042 3.4653
C -2.3220 -1.3276 3.4381
N 1.7235 -0.4189 2.6783
H 2.7226 -0.3509 2.5476
H 1.6453 -1.3413 3.0823
H 1.3032 -0.4916 1.7628
H 0.9099 2.1970 2.1467
H 2.4434 2.1795 3.0991
H 0.9861 2.6968 3.8689
H 1.1342 0.4170 4.5206
H -0.9407 0.3791 2.1980
H -1.1253 0.9328 3.8651
H -2.5452 -2.3863 3.5700
H -2.7422 -1.0492 2.4717
H -2.9536 -0.8744 4.2021
B 5.0749 -0.1838 0.3193
F 5.8004 0.1210 1.4691
F 5.4680 0.7460 -0.6020
F 5.5342 -1.3905 -0.1237
F 3.7625 -0.1627 0.5458
```

2S+1	2
total charge	+4
highest occupied orbital energy (spin up / spin down)	-0.68711 / -0.68711	hartree
LUMO (spin up / spin down)	-0.409 / -0.514	hartree
orbital gap (spin up / spin down)	7.574 / 4.721	eV



(3)
Here is a molecular structure, C19H24N2O6 at a distorted geometry from OMol25. Energies are from ωB97M-V with the def2-TZVPD basis set.

Structure (XYZ):
```
51
Properties=species:S:1:pos:R:3
O -1.5739 -2.9321 1.9858
C -0.6496 -2.5712 1.0872
N -0.8234 -1.5480 0.1002
C -2.0920 -0.9468 -0.1937
C -3.3246 -1.2979 0.3406
C -4.5240 -0.4617 0.1987
C -4.4724 0.4754 -0.6809
C -3.1993 0.8088 -1.6370
C -2.1243 0.0605 -1.2809
H -1.1000 0.1345 -1.7173
H -3.1931 1.7340 -2.2722
O -5.5566 1.4928 -1.2932
C -6.4758 1.1728 -0.3604
C -6.7531 -0.0019 0.2054
H -7.6047 -0.1632 0.7574
O -5.7140 -0.6676 0.9331
H -6.9869 -0.8419 -0.6727
H -7.4057 1.7503 -0.6469
H -6.1202 2.0458 0.5786
H -3.4699 -1.8104 1.3897
H -0.2410 -1.4006 -0.5596
C 0.4829 -3.0946 1.2860
H 0.5042 -4.1352 0.9203
H 0.9120 -3.0668 2.3296
O 1.5350 -2.3889 0.0258
C 2.1733 -3.2644 -0.7146
O 1.9363 -4.6485 -0.8699
C 2.9898 -2.2537 -1.6478
N 3.1081 -1.1280 -0.9884
C 2.2232 -0.2178 -1.0154
O 1.1299 -0.2907 -1.6748
C 2.4545 1.0933 -0.4898
C 2.5546 0.9112 1.1710
C 2.7143 2.0608 1.8690
C 3.9885 2.7998 1.4279
C 4.0254 3.3066 -0.0454
C 3.8104 1.7925 -0.9989
H 4.6379 1.1559 -0.3641
H 3.7222 2.0101 -1.8865
H 4.7981 3.7013 -0.3147
H 3.2440 3.7069 -0.1617
H 4.0108 3.8886 2.1848
H 4.7797 2.1903 1.7007
H 2.7334 1.8605 2.9924
H 1.7835 2.9110 1.6305
H 3.4940 0.1197 1.3839
H 1.6703 0.2992 1.5124
H 1.7811 1.6439 -0.5418
H 4.0170 -0.8609 -0.6116
H 3.7651 -2.8591 -1.7650
H 2.4247 -2.2745 -2.6057
```

total charge	0
highest occupied orbital energy	-0.30866	hartree
LUMO	0.005	hartree
orbital gap	8.524	eV



(4)
Here is a molecular structure, C2H4ClOP at a distorted geometry from OMol25. Energies are from ωB97M-V with the def2-TZVPD basis set.

Structure (XYZ):
```
9
Properties=species:S:1:pos:R:3
C -0.0406 -0.4789 0.1042
C -1.4386 0.1103 0.0125
O 2.9561 -0.1383 0.0715
P 0.5863 -1.9321 -0.1059
Cl 2.3753 1.3125 -0.0393
H 0.8828 0.4093 0.1095
H -1.7969 0.3730 0.9281
H -2.1889 -0.6230 -0.3937
H -1.3356 0.9672 -0.6871
```

total charge	0
highest occupied orbital energy (spin up / spin down)	-0.32072 / -0.31865	hartree
LUMO (spin up / spin down)	-0.070 / -0.075	hartree
orbital gap (spin up / spin down)	6.820 / 6.642	eV